No. 1
Formula: C27H32N2O2
Source: OMol25
Level of theory: ωB97M-V/def2-TZVPD

Its highest occupied orbital energy is -8.242 eV. The SMILES is Cc1oc(C(C)(C)C)cc1C(=O)N1CCN(C(c2ccccc2)c2ccccc2)CC1. The net charge is 0. As for the spin multiplicity: 1. The calculation puts the energy above the lowest of the compared OMol25 structures with the same formula, charge and spin at 8.2 kJ/mol.

Last column: Löwdin charge in e.
Geometry (Å):
C: 3.705 -0.272 3.651  0.0142
C: 2.776 -1.311 3.138  -0.2405
C: 1.476 -1.220 2.724  -0.0867
C: 1.099 -2.540 2.334  0.0360
C: 2.194 -3.327 2.525  -0.2307
O: 3.217 -2.578 3.001  0.1006
C: 2.443 -4.793 2.309  -0.5428
C: 2.873 -5.420 3.641  -0.0359
H: 3.079 -6.480 3.509  0.0844
H: 2.086 -5.309 4.384  0.0904
H: 3.771 -4.934 4.014  0.0843
C: 1.172 -5.475 1.801  -0.0493
H: 0.857 -5.045 0.853  0.0856
H: 1.358 -6.536 1.653  0.0862
H: 0.364 -5.364 2.520  0.0872
C: 3.568 -4.954 1.278  -0.0363
H: 3.276 -4.516 0.326  0.0884
H: 3.787 -6.008 1.123  0.0843
H: 4.470 -4.458 1.626  0.0842
H: 0.131 -2.850 1.999  0.1201
C: 0.634 -0.004 2.792  -0.4081
O: 0.476 0.607 3.837  0.0669
N: 0.040 0.386 1.638  -0.0377
C: 0.383 -0.124 0.325  -0.1197
H: 0.468 -1.210 0.358  0.1116
C: -0.698 0.269 -0.674  -0.1535
N: -0.748 1.714 -0.851  -0.1218
C: -0.431 2.418 0.389  -0.1415
C: -0.758 1.598 1.634  -0.1122
H: -1.825 1.343 1.652  0.1307
H: -0.526 2.153 2.545  0.1244
H: 0.642 2.646 0.390  0.1292
H: -0.971 3.365 0.419  0.1251
C: -2.010 2.134 -1.446  -0.2556
C: -2.269 1.404 -2.747  -0.1914
C: -3.517 0.859 -3.013  -0.0333
C: -3.767 0.231 -4.221  -0.0823
C: -2.770 0.139 -5.175  -0.0925
C: -1.521 0.681 -4.916  -0.0741
C: -1.274 1.313 -3.712  -0.0369
H: -0.303 1.736 -3.507  0.1138
H: -0.738 0.613 -5.658  0.1027
H: -2.963 -0.351 -6.118  0.0997
H: -4.743 -0.189 -4.416  0.1014
H: -4.301 0.923 -2.272  0.1114
C: -2.006 3.608 -1.785  -0.1919
C: -3.196 4.322 -1.769  -0.0306
C: -3.221 5.658 -2.131  -0.0814
C: -2.053 6.295 -2.512  -0.0930
C: -0.861 5.589 -2.529  -0.0743
C: -0.838 4.253 -2.172  -0.0419
H: 0.090 3.704 -2.175  0.1112
H: 0.054 6.082 -2.823  0.1025
H: -2.070 7.338 -2.792  0.0996
H: -4.154 6.202 -2.113  0.1017
H: -4.112 3.830 -1.472  0.1136
H: -2.858 1.930 -0.762  0.1505
H: -0.479 -0.192 -1.641  0.1231
H: -1.665 -0.134 -0.326  0.1360
H: 1.348 0.284 -0.005  0.1378
H: 4.369 0.084 2.861  0.0869
H: 4.317 -0.683 4.450  0.0877
H: 3.125 0.564 4.031  0.0823



No. 2
Formula: C27H32N5PdS
Source: OMol25
Level of theory: ωB97M-V/def2-TZVPD

Its highest occupied orbital energy is -9.632 eV. The net charge is +1. As for the spin multiplicity: 1. The calculation puts the energy above the lowest of the compared OMol25 structures with the same formula, charge and spin at 61.9 kJ/mol.

Last column: Löwdin charge in e.
Geometry (Å):
Pd: 0.107 0.265 0.127  0.7660
C: -3.986 1.908 0.020  -0.0322
C: -2.592 1.817 -0.043  -0.1417
N: -1.970 0.681 -0.281  0.0014
C: -2.668 -0.454 -0.539  -0.1473
C: -4.083 -0.430 -0.551  -0.1502
C: -4.726 0.781 -0.218  0.0179
C: -4.797 -1.588 -0.916  -0.0400
C: -4.096 -2.704 -1.276  -0.0610
C: -2.694 -2.740 -1.247  -0.0008
C: -1.931 -1.649 -0.847  -0.2001
N: -0.572 -1.559 -0.702  -0.0112
C: 0.426 -2.455 -0.980  -0.2006
C: 0.321 -3.781 -1.385  -0.0006
C: 1.443 -4.609 -1.538  -0.0610
C: 2.711 -4.160 -1.300  -0.0402
C: 2.893 -2.809 -0.944  -0.1505
C: 4.169 -2.245 -0.740  0.0185
C: 4.299 -0.902 -0.503  -0.0340
C: 3.140 -0.120 -0.446  -0.1446
N: 1.934 -0.637 -0.572  -0.0001
C: 1.766 -1.962 -0.813  -0.1483
H: -4.451 2.856 0.251  0.1138
H: -1.970 2.696 0.082  0.1011
H: -5.808 0.807 -0.171  0.1275
H: -5.879 -1.574 -0.925  0.1168
H: -4.629 -3.592 -1.588  0.1148
H: -2.232 -3.662 -1.542  0.0785
H: -0.635 -4.226 -1.587  0.0785
H: 1.289 -5.634 -1.847  0.1148
H: 3.568 -4.811 -1.406  0.1167
H: 5.042 -2.885 -0.788  0.1276
H: 5.264 -0.436 -0.363  0.1132
H: 3.198 0.953 -0.312  0.1022
C: -1.994 4.268 5.753  -0.1033
C: -1.103 4.672 4.580  -0.2589
C: -1.532 4.070 3.240  -0.1982
C: -1.541 2.539 3.225  -0.2018
N: -0.286 1.947 3.681  0.0325
C: 0.788 1.712 2.924  -0.6960
S: 0.857 2.214 1.273  0.6680
N: 1.826 1.137 3.531  0.0267
C: 3.101 0.778 2.909  -0.1887
C: 4.097 1.932 2.753  -0.2032
C: 4.683 2.485 4.057  -0.2488
C: 3.716 3.306 4.912  -0.1056
H: -1.698 4.803 6.655  0.0758
H: -1.934 3.200 5.972  0.0609
H: -3.038 4.512 5.548  0.0807
H: -0.066 4.395 4.790  0.0960
H: -1.124 5.758 4.479  0.1111
H: -0.862 4.427 2.458  0.0939
H: -2.541 4.413 2.997  0.1185
H: -1.732 2.175 2.221  0.0548
H: -2.329 2.164 3.877  0.1259
H: -0.228 1.729 4.665  0.1497
H: 1.718 0.891 4.503  0.1459
H: 2.880 0.351 1.933  0.0617
H: 3.546 -0.003 3.525  0.1325
H: 3.625 2.740 2.193  0.0913
H: 4.920 1.552 2.140  0.1118
H: 5.522 3.129 3.786  0.1088
H: 5.095 1.664 4.650  0.1095
H: 3.237 4.086 4.316  0.0767
H: 4.260 3.793 5.722  0.0755
H: 2.938 2.692 5.365  0.0513



No. 3
Formula: C27H32N6O2
Source: OMol25
Level of theory: ωB97M-V/def2-TZVPD

Its highest occupied orbital energy is -8.254 eV. The SMILES is O=C(CCc1nnc2n(Cc3ccccc3)c(=O)c3ccccc3n12)NCCCN1CCCCC1. The net charge is 0. As for the spin multiplicity: 1. The calculation puts the energy above the lowest of the compared OMol25 structures with the same formula, charge and spin at 0.0 kJ/mol.

Last column: Löwdin charge in e.
Geometry (Å):
O: 4.334 2.371 -1.928  0.0497
C: 3.205 2.158 -2.325  -0.5233
N: 2.147 2.944 -2.060  0.0613
C: 2.192 4.041 -1.122  -0.1755
C: 1.527 3.678 0.209  -0.1591
H: 0.575 3.184 0.002  0.1017
H: 1.322 4.595 0.764  0.1068
C: 2.426 2.756 1.051  -0.1871
N: 1.832 2.176 2.237  -0.1726
C: 0.854 1.142 1.979  -0.2038
C: 0.557 0.377 3.267  -0.1726
C: 0.047 1.336 4.336  -0.2035
C: 1.066 2.454 4.528  -0.1850
C: 1.333 3.144 3.193  -0.2065
H: 0.400 3.624 2.845  0.1237
H: 2.092 3.921 3.318  0.1234
H: 2.001 2.032 4.900  0.1144
H: 0.703 3.185 5.252  0.1080
H: -0.908 1.762 4.018  0.1121
H: -0.118 0.803 5.274  0.1083
H: 1.478 -0.096 3.612  0.1194
H: -0.179 -0.407 3.073  0.0962
H: -0.093 1.548 1.575  0.1199
H: 1.280 0.460 1.238  0.1101
H: 2.778 1.932 0.424  0.1115
H: 3.307 3.322 1.371  0.1276
H: 1.680 4.898 -1.570  0.1176
H: 3.243 4.292 -0.966  0.1204
H: 1.229 2.578 -2.295  0.1022
C: 2.868 0.953 -3.203  -0.0917
H: 3.766 0.694 -3.765  0.1223
H: 2.061 1.193 -3.893  0.1145
C: 2.474 -0.249 -2.335  -0.1127
C: 1.110 -0.106 -1.762  -0.2573
N: 0.287 0.852 -2.064  0.0658
N: -0.851 0.718 -1.358  0.1099
C: -0.713 -0.344 -0.618  -0.2929
N: -1.603 -0.821 0.287  0.0820
C: -1.328 -1.914 1.078  -0.3811
O: -2.123 -2.309 1.907  0.0841
C: -0.020 -2.550 0.838  -0.0526
C: 0.305 -3.675 1.594  0.0059
C: 1.502 -4.330 1.401  -0.0614
C: 2.385 -3.868 0.436  -0.0557
C: 2.086 -2.754 -0.324  0.0056
C: 0.887 -2.077 -0.123  -0.1140
N: 0.516 -0.938 -0.827  0.1365
H: 2.786 -2.423 -1.071  0.0945
H: 3.321 -4.381 0.271  0.1111
H: 1.748 -5.198 1.992  0.1080
H: -0.414 -4.009 2.326  0.1238
C: -2.893 -0.147 0.397  -0.0717
C: -3.855 -0.704 -0.619  -0.2017
C: -3.942 -0.139 -1.885  -0.0430
C: -4.798 -0.679 -2.829  -0.0807
C: -5.569 -1.786 -2.516  -0.0928
C: -5.478 -2.357 -1.258  -0.0815
C: -4.623 -1.820 -0.312  -0.0348
H: -4.543 -2.267 0.668  0.1096
H: -6.075 -3.223 -1.012  0.1019
H: -6.238 -2.205 -3.253  0.1001
H: -4.864 -0.234 -3.811  0.1019
H: -3.330 0.717 -2.125  0.0979
H: -3.254 -0.328 1.412  0.1311
H: -2.722 0.917 0.227  0.1247
H: 2.510 -1.159 -2.943  0.1246
H: 3.204 -0.346 -1.524  0.1244



No. 4
Formula: C27H32N8O5RhS
Source: OMol25
Level of theory: ωB97M-V/def2-TZVPD

Its highest occupied orbital energy (alpha / beta) is -9.041 / -9.038 eV. The net charge is +1. As for the spin multiplicity: 1. The calculation puts the energy above the lowest of the compared OMol25 structures with the same formula, charge and spin at 214.6 kJ/mol.

Last column: Löwdin charge in e.
Geometry (Å):
Rh: -0.221 -0.162 -0.146  1.2029
N: 1.036 1.144 2.817  0.1486
C: 1.926 0.213 2.300  -0.2641
C: 3.131 0.031 2.997  0.0209
C: 4.027 -0.900 2.531  -0.0201
C: 3.717 -1.629 1.384  -0.0247
C: 2.521 -1.371 0.759  -0.1006
N: 1.630 -0.470 1.203  0.0728
C: -0.107 1.738 2.325  -0.2574
C: -0.717 2.682 3.176  0.0277
C: -1.794 3.403 2.735  -0.0065
C: -2.274 3.166 1.446  -0.0298
C: -1.647 2.207 0.695  -0.1518
N: -0.578 1.488 1.103  0.0203
H: 1.347 1.549 3.686  0.1464
H: 3.344 0.624 3.875  0.1285
H: 4.965 -1.054 3.047  0.1271
H: 4.393 -2.364 0.978  0.1207
H: 2.242 -1.889 -0.149  0.1114
H: -0.302 2.849 4.160  0.1296
H: -2.252 4.145 3.374  0.1368
H: -3.103 3.718 1.033  0.1319
H: -1.976 1.987 -0.310  0.0821
O: 2.405 -0.750 -3.383  0.1093
C: 1.549 -0.697 -2.523  -0.6234
O: 1.462 0.137 -1.558  -0.1395
C: 0.426 -1.727 -2.545  -0.1701
C: 0.266 -2.583 -3.621  0.0368
C: -0.772 -3.495 -3.607  -0.0071
C: -1.608 -3.521 -2.502  -0.0215
C: -1.386 -2.636 -1.466  -0.1045
N: -0.386 -1.743 -1.480  -0.0169
H: 0.971 -2.500 -4.436  0.1362
H: -0.928 -4.170 -4.436  0.1259
H: -2.428 -4.221 -2.432  0.1196
H: -2.009 -2.642 -0.591  0.0911
N: -0.778 1.664 -2.476  0.1312
C: -0.479 2.938 -1.961  -0.3513
C: 0.717 3.146 -1.281  -0.0295
C: 0.897 4.309 -0.555  -0.0284
C: -0.101 5.256 -0.499  -0.2769
C: -1.238 5.107 -1.249  -0.0406
C: -1.430 3.944 -1.987  -0.0301
S: 0.059 6.616 0.593  0.3931
O: -1.215 7.273 0.657  -0.3373
O: 0.625 6.111 1.826  -0.3581
O: 1.088 7.575 0.072  -0.3576
H: -1.568 1.641 -3.105  0.1101
H: 0.016 1.158 -2.832  0.0705
H: 1.472 2.373 -1.300  0.0975
H: 1.806 4.462 0.009  0.1294
H: -1.988 5.885 -1.228  0.1225
H: -2.348 3.798 -2.542  0.1172
C: -3.624 -0.338 0.260  -0.0461
N: -3.381 -0.721 1.642  -0.1430
C: -3.974 0.138 2.661  -0.0194
C: -2.251 -1.427 1.956  -0.4100
N: -1.167 -1.353 1.235  0.0253
N: -2.305 -2.191 3.080  -0.1427
C: -3.536 -2.837 3.506  -0.0307
C: -1.089 -2.774 3.615  -0.0372
H: -4.295 0.518 0.251  0.1020
H: -4.108 -1.149 -0.288  0.0964
H: -2.704 -0.055 -0.272  0.0312
H: -3.565 1.149 2.595  0.0750
H: -3.773 -0.256 3.653  0.0892
H: -5.054 0.184 2.522  0.1045
H: -0.484 -2.060 1.481  0.0649
H: -4.366 -2.508 2.889  0.0925
H: -3.751 -2.599 4.550  0.1018
H: -3.436 -3.921 3.413  0.1014
H: -0.761 -3.653 3.047  0.1034
H: -1.278 -3.091 4.639  0.1021
H: -0.287 -2.036 3.633  0.0894